96
Properties=species:S:1:pos:R:3:mulliken_charge:R:1 method="wB97M-V/def2-TZVPD" energy_ev=-189995.16104 gap_ev="4.363 / 6.800" e_lumo_ev="-0.2961 / -1.1832" spin_multiplicity=4 e_above_lowest_kcal_mol=9.3
C -0.1065 -5.1577 0.7777 -0.091
H -1.2263 -2.9893 -5.0416 0.269
C -1.0913 -0.2920 3.3017 -0.440
H -2.5517 -0.9687 -5.5492 0.315
H -1.9507 -0.9266 5.1541 0.464
H 1.4699 -0.1721 -6.3065 0.449
H -2.0599 -4.6622 0.0578 0.483
H -3.9340 0.1005 -5.3685 0.427
H -1.7862 -0.8680 2.7049 0.520
H 0.9918 8.6639 2.0528 0.318
C -0.7358 6.0375 1.5058 -1.158
H -0.8914 2.8747 1.8434 0.173
H -0.0029 -7.7147 -2.1194 0.370
C -1.1906 -5.2876 -0.0868 -0.366
C 0.8421 0.0292 -4.2679 0.384
H -2.0397 4.0814 2.4318 0.504
F 1.9099 -0.3430 -1.4789 -0.350
H -1.5565 -4.3402 -3.9714 0.407
H 4.2030 4.1004 3.0651 0.423
C -1.1585 -6.2017 -1.1263 -0.551
H -2.0097 -6.2904 -1.7857 0.437
C -2.8696 -0.0115 -5.1469 -1.548
H -3.3273 -0.5660 -3.1095 0.482
H 2.2536 4.7977 -2.0347 0.319
C -2.6633 0.1188 -3.6442 0.593
C -2.9326 1.5437 -3.1687 -1.485
H 1.2458 7.7593 -0.6084 0.359
N -0.1741 0.3974 2.6349 0.357
H 1.6447 -0.6173 -3.9126 0.461
Sb -0.7426 -0.5142 -2.8673 -0.031
C 2.4934 2.5523 0.5864 -0.180
C 1.6262 1.9289 2.6530 0.006
H -0.1752 0.4184 -6.1483 0.322
C 1.2597 1.4822 -4.0819 -1.029
H -0.6915 8.4492 2.5334 0.368
C -0.2921 0.4371 5.4343 -0.507
H -2.7774 1.6551 -2.0971 0.221
H -2.2899 3.2732 0.8732 0.170
H -2.3476 0.7759 -5.6889 0.346
H 0.4488 2.1659 -4.3445 0.239
H -1.2845 6.1653 2.4308 0.285
F 1.3897 -1.9010 -0.0912 -0.069
C 0.6968 1.1672 3.3682 0.078
H 3.2502 3.3711 5.2892 0.415
C 0.6892 5.7167 -0.8564 1.445
C 1.0461 -6.8719 -0.4618 -0.387
C 2.5709 2.7431 3.3237 1.040
H -0.3351 0.4373 6.5157 0.430
C -1.5420 3.6944 1.5438 -1.070
H 0.8919 5.3737 -2.9893 0.354
F 2.9093 -0.4738 0.4338 -0.313
C -0.0063 3.3637 -1.0375 0.322
S -2.2773 -1.3207 0.0407 -0.002
C -0.0395 4.6368 -0.3138 0.597
C 3.4310 3.3619 1.1683 -1.089
H 1.4122 -2.7517 -2.2931 0.293
H 2.0361 6.5209 -2.3077 0.383
C -0.7578 4.7930 0.8868 0.426
H -2.6028 -2.9282 -3.9308 0.372
H -2.2835 2.2592 -3.6786 0.302
C 0.7637 -3.1696 -3.0643 -1.413
C 1.0143 -5.9526 0.5802 0.134
H 1.9273 -7.4809 -0.5998 0.405
C 1.5083 5.5889 -2.1160 -1.697
C -0.0292 7.1098 0.9853 0.617
H 0.5440 3.3695 -1.9928 -0.153
H 1.1922 -2.9408 -4.0408 0.303
C -0.0101 8.4376 1.6849 -1.465
Br 2.5376 -5.8287 1.6857 -0.164
C -0.0375 -6.9967 -1.3128 -0.610
H 0.7733 -4.2576 -2.9568 0.352
H 1.5672 1.6806 -3.0585 -0.135
O -3.0594 -1.6886 -1.1467 -0.460
C 2.5279 2.7568 4.7685 -0.917
N -1.0942 -0.4671 -0.1860 0.110
C 0.6609 1.2032 4.7867 0.728
H -3.9647 1.8253 -3.3917 0.444
C 3.4712 3.4747 2.5752 -1.035
C -0.6703 -2.6727 -2.9532 1.734
H 2.1032 1.7174 -4.7356 0.562
C 0.6804 6.9316 -0.1983 -1.068
C 1.6699 -0.5662 -0.1033 0.891
C 0.5475 -0.2780 -5.7290 -1.487
H 2.4706 2.4194 -0.4886 0.221
H -1.0881 -2.9604 -1.9909 -0.417
H 0.1771 -1.2887 -5.8925 0.283
Co 0.2754 0.6097 0.5824 -0.506
C -1.5687 -3.2494 -4.0397 -1.625
C 1.6254 2.0322 5.4604 -0.976
H 4.1314 3.8966 0.5443 0.493
N 1.5672 1.8605 1.2807 1.210
H 1.6124 2.0591 6.5420 0.402
C -1.1910 -0.3212 4.6858 -1.241
O -0.5176 2.3051 -0.6635 -0.429
I -0.2325 -3.7186 2.2696 0.287
H -0.2950 9.2399 1.0033 0.361

***

89
Properties=species:S:1:pos:R:3:mulliken_charge:R:1 method="wB97M-V/def2-TZVPD" energy_ev=-69576.86962 gap_ev=8.484 e_lumo_ev=0.1237 spin_multiplicity=1 smiles="CCP(CC)OC(=O)N(C)CC(=O)Cl.c1ccccc1.c1ccccc1.c1ccccc1.c1ccccc1.c1ccccc1"
H -2.0962 -3.1121 -1.8303 0.369
H -0.9312 -1.5741 -0.2780 0.011
C -1.8164 -1.2408 -0.8093 0.192
C 2.1681 -4.6982 1.1754 -0.223
P -3.6167 4.1782 -5.3880 -0.094
H 1.7220 -5.6827 1.2744 0.326
C 3.8820 1.8943 1.7062 -0.153
H -3.8107 1.4843 -1.1480 0.411
H 4.1883 3.2633 0.0771 0.355
C 4.4740 2.9910 1.0878 -0.611
H -7.2577 4.4273 -7.6265 0.321
H 3.1328 1.3128 1.1789 0.414
H -8.9034 3.1368 -4.8153 0.529
H -7.4931 5.5553 -6.2019 0.215
H -4.9598 -0.0448 -2.7204 0.551
O -4.5799 2.7440 -5.3910 -0.105
H 5.8881 4.5984 1.2854 0.363
C 0.0822 -9.6712 4.0074 -0.335
C -5.7694 2.9176 -6.1817 0.117
H 0.2794 -3.6971 0.9417 0.371
N -6.9716 3.5396 -5.6024 0.419
H 0.6796 -7.8951 5.0619 0.358
H -6.2672 6.3329 -4.1244 0.256
C 8.3188 2.7983 7.7475 -0.569
C 5.4315 3.7394 1.7652 -0.351
H -1.2061 -9.7379 0.8691 0.350
H 3.7871 0.6892 3.4844 0.389
H 0.3546 -10.3380 4.8189 0.351
C -4.3286 5.2198 -3.9325 -0.469
C -0.7936 -9.3343 1.7877 -0.398
H -1.6999 3.5895 -3.8330 0.323
C -3.5998 -1.6736 -2.3723 -0.508
H 7.8004 -1.0165 7.3713 0.358
C 4.1228 -3.2900 1.1104 -0.497
H -0.5993 -11.2584 2.7271 0.352
C -7.6538 4.4673 -6.5569 -0.993
H -4.7648 7.3905 -4.5275 0.335
C 3.3131 -2.1762 0.9117 -0.288
C -5.2459 6.3638 -4.6345 -0.853
C 7.7939 2.2804 6.5677 0.115
H -8.7888 4.3218 -6.6237 0.422
C 3.5503 -4.5519 1.2393 -0.514
C -1.3646 2.3244 -5.7050 -0.868
C -4.0806 -0.3812 -2.1825 -0.261
H -1.7937 0.7212 0.0707 0.373
C 7.9485 0.0529 7.4756 -0.404
H 7.5297 2.9470 5.7531 0.165
H 5.2002 -3.1751 1.1638 0.373
H 8.7541 -0.0966 9.4633 0.349
H 4.1818 -5.4211 1.3894 0.371
H -0.7962 2.5548 -6.6720 0.278
O -5.6974 2.4575 -7.3538 -0.578
Cl -8.8429 1.3389 -2.6323 -0.207
C -7.5325 1.6627 -3.8934 0.317
C -2.4693 -2.1036 -1.6841 -0.428
O -6.4196 1.1574 -3.6962 -0.411
C 1.9307 -2.3218 0.8515 -0.248
H -5.3608 6.0983 -5.7518 0.219
H -1.1165 4.5663 -5.2885 0.352
C 8.4820 0.5704 8.6518 -0.417
H -0.8713 -7.2960 1.1080 0.364
C -3.4327 0.4784 -1.3007 -0.517
H 8.4586 3.8686 7.8554 0.357
H 3.7600 -1.1930 0.8043 0.345
C 0.2657 -8.2988 4.1440 -0.460
C 8.6658 1.9427 8.7887 -0.314
H -3.4918 5.6485 -3.2859 0.463
H 7.1941 0.5041 5.5133 0.413
H -5.0023 4.5441 -3.2817 0.187
C -0.4513 -10.1889 2.8312 -0.367
H 9.0795 2.3461 9.7068 0.355
C -0.0817 -7.4437 3.1025 -0.303
H 5.5068 2.0084 4.6829 0.343
H 1.2995 -1.4523 0.6999 0.289
C 5.8042 3.3848 3.0583 -0.437
H -4.1066 -2.3455 -3.0569 0.391
H 0.0578 -6.3731 3.2101 0.408
C 1.3575 -3.5833 0.9859 -0.328
C 5.2147 2.2856 3.6752 -0.011
C 7.6066 0.9078 6.4321 -0.384
H -0.6912 1.6893 -5.0364 0.277
C -7.9760 2.5364 -5.1516 -0.622
H -2.2817 1.6970 -5.9828 0.236
C -0.6067 -7.9622 1.9228 -0.314
H -8.3493 1.8361 -5.9785 0.351
C -1.8006 3.7059 -4.9762 -0.497
C 4.2505 1.5427 3.0012 -0.653
C -2.3000 0.0498 -0.6152 -0.496
H 6.5544 3.9655 3.5848 0.330

***

97
Properties=species:S:1:pos:R:3:mulliken_charge:R:1 method="wB97M-V/def2-TZVPD" charge=+1 energy_ev=-85361.38822 gap_ev="3.757 / 3.696" e_lumo_ev="-5.6273 / -5.6487" spin_multiplicity=1 e_above_lowest_kcal_mol=0.0
C 1.1980 2.4233 -3.6460 0.085
O 1.6482 1.6894 -2.7622 -0.400
H 6.7742 -1.3446 2.8094 0.404
H -0.1105 -2.7515 3.2390 0.489
H -3.1071 5.3885 -2.5920 0.608
C -2.9643 -0.8008 -4.3846 -0.068
C -4.9474 -0.9025 1.2979 -1.626
H 6.3637 0.3363 3.2649 0.318
C 4.8370 -0.6741 2.0476 0.702
H -2.0907 -4.9090 -2.9308 0.243
C -3.8763 -1.9217 0.7478 0.273
H -2.5606 -3.6730 4.4483 0.469
C -2.1628 -2.0382 3.1031 0.481
C 3.0026 -2.1438 1.4876 -0.755
C 2.0828 -1.0410 1.2864 -0.436
O -2.3632 0.4960 -2.4041 -1.029
H -5.9562 -1.2948 1.0574 0.436
H -0.1490 -1.0620 3.4180 -0.138
H -1.8719 5.8450 -4.6477 0.457
H -0.7930 -6.0224 -2.3804 0.436
C -4.0725 -1.9490 -0.7873 -1.456
C -1.0327 -2.3121 -4.1609 -0.074
H 4.2921 1.4550 2.2084 0.252
H 6.7752 -0.0379 1.5709 0.317
H -4.8417 0.0104 0.7325 0.331
C 3.0050 2.9632 0.2326 1.146
O -3.8900 -0.1623 -4.8977 -0.647
C -0.0668 3.2112 -3.4996 0.317
O -2.7901 -2.8543 -5.7198 -0.572
O 0.0248 -0.9943 -2.4387 -0.832
O -2.8429 4.5950 0.0234 -0.448
C 0.3725 -3.9291 -1.3820 -1.154
Pb -0.4844 0.8181 -1.1016 2.074
O 1.6247 2.4360 -4.9297 -0.481
H -2.3665 -5.8784 -1.4920 0.415
C -1.6467 -3.6642 -0.1201 -0.575
H -2.7387 -1.3005 3.6786 0.554
H 1.7146 2.7750 4.7609 0.506
C -2.1396 -0.4490 -3.2452 0.570
H -2.6287 5.4112 -0.4783 0.339
C -0.4737 4.2136 -4.4071 -0.666
C 3.9627 0.4193 1.9235 -0.409
H 2.4825 4.8507 1.3000 0.365
C 4.2642 2.3504 -0.3631 -1.728
H 2.6417 -3.1299 1.3689 0.802
H 2.3577 3.2580 -0.6250 -0.112
C -0.7151 -1.9678 3.6352 -1.371
H 3.9000 4.8892 0.2750 0.461
C 4.3428 -1.9370 1.7836 -1.278
H 0.9733 -4.5021 -2.0921 0.277
H -0.6265 2.4717 3.9025 0.524
H -3.8417 -3.4729 3.2828 0.348
H -3.7153 -1.0494 -1.2374 0.204
H 5.1150 2.4377 0.3227 0.458
C -2.3559 3.5244 -0.6330 0.376
C -1.7529 3.7865 -1.9833 0.332
C -2.2274 4.7972 -2.8289 -0.625
H 2.0355 -2.8110 -0.7709 0.726
H -2.6149 -4.0438 0.2181 0.676
O -0.2045 -3.2447 -4.2889 -0.713
C -1.1665 -2.4769 0.4485 0.393
C 0.9859 -2.9968 -0.6246 -0.679
P -2.2028 -1.3697 1.3317 1.246
P 1.7453 1.7448 1.0668 0.436
C 1.1909 2.4294 2.7255 0.663
C 0.2490 -2.1698 0.2994 -0.069
O -2.4074 2.4217 -0.0862 -0.547
H 3.0995 2.5509 3.7163 0.276
H 2.1124 1.1411 4.2478 0.227
H -4.9047 -0.7147 2.3708 0.390
H 2.4764 1.9223 -4.9279 0.409
N -0.7054 3.0345 -2.3220 0.115
H -0.2459 0.8573 3.1749 0.099
H -2.2472 -4.1708 2.7531 0.217
H -3.5632 -2.8010 -1.2186 0.231
H 4.1933 1.2933 -0.5575 0.322
C 6.2555 -0.4484 2.4448 -1.584
C 2.0834 2.1861 3.9199 -1.618
C 2.6733 0.2630 1.4423 0.282
N 0.7766 -1.1724 1.0093 1.065
H -0.6586 -2.0782 4.7020 0.534
H 3.9962 4.1301 1.8545 0.254
H 4.5714 2.8530 -1.2805 0.458
C 3.3296 4.2687 0.9717 -1.650
H -0.9682 2.1509 2.2215 0.068
C -1.5979 -5.3128 -2.0404 -1.629
H -4.0275 -2.9393 1.1543 0.432
H -0.0030 4.2691 -5.3868 0.562
H -5.1193 -2.0331 -1.0668 0.566
C -1.5595 5.0182 -4.0262 -0.774
H 1.1057 3.5110 2.5350 0.497
C -0.9626 -4.2798 -1.1873 0.644
H 5.0253 -2.8213 1.8718 0.333
C -0.9753 -1.2600 -3.2111 1.052
C -2.7616 -3.4371 3.3968 -1.491
C -0.2481 1.9368 3.0068 -1.253
C -2.3133 -2.0834 -4.9261 0.339